Below is a single C3HCl2NO2 molecule, with properties calculated with wB97M-V/def2-TZVPD.

XYZ file:
```
9
Properties=species:S:1:pos:R:3:forces:R:3:mulliken_charge:R:1
C -0.134083 -0.658089 0.300745 0.0 0.6 0.0 0.5089
C 0.415757 0.963250 -0.995479 -0.1 -0.3 0.2 0.5376
C -0.345520 0.526561 0.910711 -0.2 -0.3 0.4 0.2056
H -0.026779 -2.489570 -0.054613 0.0 -0.2 0.0 0.3536
N 0.011073 1.553146 0.062120 0.1 0.2 -0.3 -0.4682
O -0.304847 -1.919726 0.671072 0.0 -0.1 0.0 -0.4870
O 0.360467 -0.402411 -0.944472 0.0 0.2 0.0 -0.3252
Cl 0.986406 1.634457 -2.435508 0.0 0.0 0.0 -0.1461
Cl -0.962474 0.792383 2.485423 0.1 0.0 -0.2 -0.1791
```
Positions in Å, forces in eV/Å.

Its SMILES is Oc1oc(Cl)nc1Cl. Its energy above the lowest of the compared OMol25 structures with the same formula, charge and spin is 0.00 kcal/mol. Its total charge is 0. The highest occupied orbital energy is -8.8 eV. The HOMO-LUMO gap comes out at 9.146 eV. The LUMO energy is 0.36 eV.

=====

Below is a molecular structure, C57H67AsN6PS2V, with properties calculated with wB97M-V/def2-TZVPD.

XYZ file:
```
135
Properties=species:S:1:pos:R:3:forces:R:3:mulliken_spin:R:1
V -0.277035 1.652843 -2.164355 0.1 0.0 -0.4 2.0556
N -0.073558 3.580115 -1.137896 0.2 0.1 0.2 0.0421
C 1.244294 4.233377 -1.121685 0.0 0.1 0.0 0.0244
C 2.284748 3.137396 -1.106405 0.0 0.0 0.0 0.0413
N 2.048830 2.135288 -2.167275 0.2 0.1 0.0 -0.0594
C 2.455801 2.660675 -3.493992 -0.1 0.0 0.0 0.0376
C 1.300802 3.322866 -4.238434 0.1 0.0 0.0 0.0045
N 0.129998 2.439993 -4.153004 0.0 0.0 0.1 0.0125
C 2.814902 0.916281 -1.813466 -0.1 -0.1 0.0 0.0353
C 2.025820 0.099232 -0.806293 0.1 0.1 0.0 0.0491
N 0.660253 -0.082488 -1.334971 -0.1 0.0 0.1 -0.0179
H -0.817162 4.216777 -1.418192 0.0 0.0 0.0 0.0056
H -0.297904 3.295879 -0.181698 0.0 0.0 0.0 -0.0434
H 1.371866 4.869095 -0.241773 0.0 0.0 0.0 -0.0002
H 1.342656 4.877624 -1.992230 0.0 0.0 0.0 -0.0014
H 2.212100 2.627295 -0.144930 0.0 0.0 0.0 -0.0199
H 3.296795 3.550022 -1.189548 0.0 0.0 0.0 -0.0002
H 2.795531 1.815531 -4.089324 0.0 0.0 0.0 -0.0093
H 3.297630 3.354171 -3.395566 0.0 0.0 0.0 -0.0030
H 1.605601 3.491575 -5.274827 0.0 0.0 0.0 -0.0006
H 1.037603 4.294333 -3.823623 0.0 0.0 0.0 -0.0019
H 0.327053 1.548917 -4.626924 0.0 -0.1 0.0 -0.0074
H -0.679040 2.838757 -4.623158 0.0 0.0 0.1 0.0070
H 3.801512 1.178662 -1.416817 0.0 0.0 0.0 -0.0016
H 2.946844 0.322613 -2.716083 0.0 0.0 0.0 -0.0003
H 1.951779 0.602342 0.157424 0.0 0.0 0.0 -0.0410
H 2.515378 -0.862057 -0.632746 0.0 0.0 0.0 -0.0027
H 0.071231 -0.543553 -0.642866 0.0 0.0 0.0 0.0131
H 0.692802 -0.695324 -2.153172 0.0 0.0 0.0 -0.0384
S 1.498613 -0.588639 -4.731915 0.1 0.1 0.0 0.1508
C 0.490449 -1.847899 -4.174373 0.0 0.0 0.0 0.2359
N 0.959792 -3.122728 -4.061490 0.0 0.0 0.0 0.1301
C 0.149473 -4.126872 -3.402063 0.0 0.0 0.0 0.0039
C -1.276686 -3.997671 -3.860345 0.0 0.0 0.0 0.0205
N -1.738663 -2.640585 -3.641077 0.0 0.0 -0.1 0.1474
C -3.191608 -2.508998 -3.698795 0.0 0.0 0.0 -0.0127
C -3.858594 -2.881444 -2.399580 -0.1 0.0 0.0 0.0183
C -3.626021 -2.116777 -1.258458 0.0 0.0 0.0 -0.0044
C -4.279054 -2.409262 -0.072729 0.0 0.0 0.0 0.0017
C -5.160617 -3.482283 -0.008588 0.0 0.0 0.0 -0.0002
C -5.388250 -4.253796 -1.136384 0.0 0.0 0.0 0.0011
C -4.742056 -3.949634 -2.328313 0.0 0.0 0.0 0.0008
C -0.876184 -1.591747 -3.830566 0.0 0.0 0.1 0.2457
S -1.502055 0.014273 -3.654434 -0.2 -0.1 -0.1 0.0265
C 2.323954 -3.526202 -4.386442 0.0 0.0 0.0 -0.0208
C 2.340122 -4.528457 -5.513445 0.0 0.0 0.0 0.0113
C 2.780625 -5.830042 -5.320009 0.0 0.0 0.0 0.0011
C 2.765854 -6.742282 -6.368656 0.0 0.0 0.0 0.0003
C 2.304688 -6.354166 -7.615586 0.0 0.0 0.0 0.0003
C 1.860677 -5.051617 -7.815605 0.0 0.0 0.0 -0.0012
C 1.878402 -4.143778 -6.770677 0.0 0.0 0.0 -0.0012
H 0.215919 -4.020567 -2.310995 0.0 0.0 0.0 -0.0046
H 0.532823 -5.109893 -3.674796 0.0 0.0 0.0 0.0013
H -1.922684 -4.670882 -3.293545 0.0 0.0 0.0 -0.0023
H -1.351306 -4.261563 -4.923520 0.0 0.0 0.0 0.0004
H -3.555843 -3.156634 -4.503639 0.0 0.0 0.0 0.0019
H -3.440643 -1.485480 -3.962652 0.0 0.0 0.0 -0.0026
H -2.940896 -1.277096 -1.322410 0.0 0.0 0.0 -0.0063
H -4.116103 -1.794160 0.803783 0.0 0.0 0.0 0.0001
H -5.671994 -3.708778 0.917300 0.0 0.0 0.0 0.0001
H -6.073179 -5.089966 -1.093208 0.0 0.0 0.0 -0.0001
H -4.933666 -4.546047 -3.212929 0.0 0.0 0.0 0.0002
H 2.786757 -3.952859 -3.490123 0.0 0.0 0.0 0.0031
H 2.873824 -2.628851 -4.658314 0.0 0.0 0.0 0.0017
H 3.145859 -6.132876 -4.344851 0.0 0.0 0.0 0.0000
H 3.114133 -7.754014 -6.208188 0.0 0.0 0.0 -0.0001
H 2.291237 -7.061764 -8.433771 0.0 0.0 0.0 0.0000
H 1.506543 -4.745339 -8.791089 0.0 0.0 0.0 -0.0001
H 1.537438 -3.125555 -6.921115 0.0 0.0 0.0 -0.0012
C 1.267304 2.348105 3.440320 0.0 -0.1 0.1 0.0043
C 0.862652 1.948332 4.853620 0.0 0.0 0.0 0.0005
As 2.351158 2.309190 6.110757 0.0 -0.1 0.0 0.0000
C 1.595162 1.483602 7.707800 0.0 0.0 0.0 0.0000
C 0.223768 1.370599 7.908100 0.0 0.0 0.0 0.0000
C -0.273959 0.835945 9.089956 0.0 0.0 0.0 0.0000
C 0.594381 0.411427 10.083238 0.0 0.0 0.0 0.0000
C 1.965214 0.527279 9.893948 0.0 0.0 0.0 0.0000
C 2.460552 1.064223 8.716250 0.0 0.0 0.0 0.0000
C 3.426458 0.792906 5.484121 0.0 0.0 0.0 0.0000
C 4.492056 1.051312 4.626392 0.0 0.0 0.0 0.0000
C 5.226445 0.009383 4.071550 0.0 0.0 0.0 0.0000
C 4.911473 -1.303554 4.387526 0.0 0.0 0.0 0.0000
C 3.860582 -1.571288 5.256386 0.0 0.0 0.0 0.0000
C 3.117769 -0.530447 5.793617 0.0 0.0 0.0 0.0000
P 0.115268 1.839646 2.093268 0.0 0.2 0.0 0.0596
C -1.498195 2.304347 2.805473 0.0 0.0 -0.1 0.0011
C -2.318380 1.446874 3.534024 0.0 0.0 0.1 -0.0002
C -3.522809 1.901908 4.051172 0.0 0.0 0.0 -0.0001
C -3.915254 3.218663 3.858107 0.0 0.0 0.0 0.0000
C -3.100334 4.084065 3.142668 0.0 0.0 0.0 0.0010
C -1.904976 3.624499 2.611407 0.0 0.0 0.0 0.0031
C 0.137619 0.015713 2.160697 0.0 0.0 0.0 -0.0076
C 1.273040 -0.686991 2.561764 0.0 0.0 0.0 -0.0014
C 1.336750 -2.068043 2.423301 0.0 0.0 0.0 0.0005
C 0.267000 -2.768855 1.889293 0.0 0.0 0.0 -0.0008
C -0.879339 -2.083553 1.503350 0.0 0.0 0.0 0.0004
C -0.942645 -0.704244 1.635950 0.0 0.0 -0.1 -0.0028
H 2.254303 1.955459 3.174240 0.0 0.0 0.0 0.0011
H 1.356390 3.435676 3.363133 0.0 0.0 0.0 0.0007
H 0.606484 0.888397 4.917178 0.0 0.0 0.0 -0.0001
H -0.012446 2.522935 5.159754 0.0 0.0 0.0 0.0002
H -0.475716 1.695068 7.146675 0.0 0.0 0.0 0.0000
H -1.343640 0.752658 9.232408 0.0 0.0 0.0 0.0000
H 0.206609 -0.005257 11.003180 0.0 0.0 0.0 0.0000
H 2.650122 0.202019 10.666098 0.0 0.0 0.0 0.0000
H 3.533252 1.149581 8.580620 0.0 0.0 0.0 0.0000
H 4.758705 2.076930 4.394436 0.0 0.0 0.0 0.0000
H 6.055451 0.225826 3.410004 0.0 0.0 0.0 0.0000
H 5.493023 -2.116295 3.972241 0.0 0.0 0.0 0.0000
H 3.622803 -2.594246 5.520613 0.0 0.0 0.0 0.0000
H 2.297556 -0.750192 6.467123 0.0 0.0 0.0 0.0000
H -2.014378 0.421074 3.704605 0.0 0.0 0.0 -0.0001
H -4.154392 1.225594 4.611798 0.0 0.0 0.0 0.0000
H -4.855157 3.569573 4.262299 0.0 0.0 0.0 0.0000
H -3.399097 5.113220 2.991964 0.0 0.0 0.0 0.0000
H -1.275959 4.305754 2.045089 0.0 0.0 0.0 -0.0013
H 2.128319 -0.172935 2.981310 0.0 0.0 0.1 0.0007
H 2.229965 -2.588886 2.742258 0.0 0.0 0.0 0.0001
H 0.315231 -3.844816 1.786009 0.0 0.0 0.0 -0.0001
H -1.724496 -2.626379 1.098173 0.0 0.0 0.0 0.0015
H -1.843922 -0.179927 1.334511 0.0 0.0 -0.1 -0.0036
C -2.126672 1.724955 -1.138221 0.0 -0.4 0.1 0.1108
C -2.899009 2.854374 -1.717834 -0.1 0.1 -0.1 -0.0577
C -3.104034 4.049783 -1.015400 -0.1 0.0 0.1 -0.0014
C -3.747411 5.133828 -1.597457 0.0 0.0 0.0 0.0072
C -4.218995 5.053665 -2.898866 0.0 0.0 0.0 -0.0098
C -4.060486 3.864944 -3.599281 0.0 0.1 0.0 0.0111
C -3.413806 2.783895 -3.021304 0.1 0.0 0.1 -0.0062
H -2.639796 0.771143 -1.256358 0.0 0.1 0.0 -0.0842
H -1.928969 1.879001 -0.071070 -0.1 0.1 0.0 -0.0393
H -2.801361 4.111671 0.026279 0.0 0.0 0.0 -0.0023
H -3.898088 6.038207 -1.021518 0.0 0.0 0.0 0.0002
H -4.724705 5.894708 -3.352985 0.0 0.0 0.0 -0.0004
H -4.454718 3.774110 -4.603552 0.0 0.0 0.0 0.0001
H -3.317936 1.858536 -3.574789 0.0 0.0 0.0 -0.0110
```
Positions in Å, forces in eV/Å.

The spin multiplicity is 4. Its energy above the lowest of the compared OMol25 structures with the same formula, charge and spin is 0.00 kcal/mol. Its total charge is +1. The highest occupied orbital energy (spin up / spin down) is -8.4 / -9.8 eV. The HOMO-LUMO gap (spin up / spin down) comes out at 6.376 / 7.274 eV. The LUMO energy (spin up / spin down) is -2.04 / -2.50 eV.

=====

Below is 2 unconnected molecules or ions with the total composition C11H14O3S, with properties calculated with wB97M-V/def2-TZVPD.

XYZ file:
```
29
Properties=species:S:1:pos:R:3:forces:R:3:mulliken_charge:R:1
C 1.510463 -1.362750 -0.428369 1.0 1.3 -0.7 -0.3824
C 1.509495 -0.134756 -1.258490 -3.4 -1.4 -0.8 -0.6313
C -2.409765 0.965977 0.046120 0.7 1.2 0.7 0.4915
C -2.002159 -1.493957 -0.395563 -0.3 -2.4 -1.4 0.8783
C 3.429091 -0.219339 0.706704 0.4 -3.0 0.1 -0.5766
C 2.958800 1.086168 0.262120 -1.7 1.8 -0.2 -0.5472
C 2.330348 -1.347074 0.609798 1.6 1.0 0.6 -0.7516
C 1.970696 1.011510 -0.857773 1.6 0.4 1.0 -0.2364
C -1.785863 -0.321777 0.405856 1.8 -0.1 1.0 0.1253
C -2.288156 2.143871 1.052621 3.6 0.1 -2.5 -1.1430
C -3.097310 -1.588000 -1.476162 -2.6 -1.5 2.3 -1.1255
O -2.860357 1.081900 -1.077665 -0.1 0.5 0.7 -0.5610
O -1.280532 -2.463226 -0.142199 -0.6 -0.1 -0.5 -0.6949
O -0.049352 0.459423 2.179909 0.9 0.9 0.8 -0.5293
S -0.406128 -0.682266 1.376043 -3.0 0.2 -0.8 0.6280
H 0.766105 -2.092805 -0.650505 -0.2 -0.6 0.1 0.8267
H 0.602578 -0.020474 -1.880592 0.8 -0.5 -0.4 0.2798
H 4.190680 -0.547481 -0.041456 -0.1 0.0 0.8 0.2759
H 3.871219 -0.147560 1.731912 -0.2 -0.3 -0.9 0.3065
H 2.392951 1.554073 1.095905 0.6 0.4 -0.3 0.2058
H 3.781034 1.681497 -0.120232 0.2 0.5 0.6 0.3898
H 2.313790 -2.083529 1.382427 0.0 -0.5 0.3 0.4699
H 1.589750 1.906977 -1.266557 -0.1 0.9 -0.5 0.4625
H -2.247474 3.090089 0.424112 0.1 -1.1 0.9 0.2999
H -1.355532 2.003461 1.719289 -1.4 0.4 -1.4 0.2745
H -3.053252 2.250325 1.709001 -2.7 0.0 1.8 0.3801
H -2.960294 -0.914581 -2.258364 0.4 1.2 -1.2 0.3325
H -4.070385 -1.187229 -0.909462 1.8 -0.9 -1.4 0.2719
H -3.350453 -2.628466 -1.938423 1.0 1.6 1.4 0.2804
```
Positions in Å, forces in eV/Å.

Its energy above the lowest of the compared OMol25 structures with the same formula, charge and spin is 49.15 kcal/mol. Its total charge is 0. The highest occupied orbital energy is -8.7 eV. The HOMO-LUMO gap comes out at 7.101 eV. The LUMO energy is -1.60 eV.

=====

Below is a molecular structure, C8H12AgClN3, with properties calculated with wB97M-V/def2-TZVPD.

XYZ file:
```
25
Properties=species:S:1:pos:R:3:forces:R:3:mulliken_spin:R:1
N -4.359935 -0.405598 -0.534727 -2.7 0.7 -1.0 0.0004
C -3.252052 -0.509148 -0.355532 4.5 -0.7 1.9 0.0008
C -1.787859 -0.729880 0.094604 -1.4 0.2 -0.9 0.0098
Cl -1.702543 -2.423300 0.667108 0.0 0.7 -0.3 0.0009
C -0.886340 -0.418479 -1.151140 0.1 0.4 -1.1 0.0030
C -0.752111 1.088902 -1.332182 -0.4 -5.0 0.9 -0.0011
N -0.603865 2.202328 -1.354180 0.4 3.5 -0.1 0.0119
C 0.484828 -1.168526 -1.206792 0.2 -0.1 0.4 0.0023
C 1.338044 -1.143667 0.103017 0.7 0.6 -0.2 0.0182
C 2.284157 0.132834 0.220010 -0.2 -1.0 -0.3 0.1428
C 1.919842 1.018850 1.514838 -0.6 -0.6 -0.2 0.0606
N 0.580963 1.543752 1.497121 2.1 1.1 1.4 0.7288
H -1.616715 -0.032376 0.932381 0.0 -0.5 -0.3 -0.0033
H -1.460544 -0.758899 -2.043325 0.4 0.1 0.5 -0.0002
H 1.118189 -0.765348 -2.028695 -0.6 -0.1 0.4 -0.0001
H 0.258609 -2.212715 -1.513097 0.1 0.6 0.4 0.0029
H 0.754446 -1.207195 1.041582 0.1 -0.3 -0.6 -0.0020
H 2.015979 -2.023496 0.062861 -0.6 0.5 0.2 0.0009
H 3.321986 -0.211446 0.410629 -0.6 0.5 -0.1 -0.0018
H 2.263575 0.723184 -0.714974 0.0 0.0 0.7 -0.0043
H 2.650487 1.858396 1.529322 -0.4 -0.3 -0.1 0.0540
H 1.987199 0.339275 2.385029 0.2 0.4 -0.5 0.0070
H 0.537535 2.538574 1.245611 -0.5 -0.4 -0.6 -0.0152
H 0.050077 1.337956 2.348933 -0.4 -0.2 -0.5 -0.0164
Ag -5.143951 1.226022 -1.818400 -0.4 0.0 0.0 0.0000
```
Positions in Å, forces in eV/Å.

The spin multiplicity is 2. Its total charge is +2. The highest occupied orbital energy (spin up / spin down) is -18.1 / -18.2 eV. The HOMO-LUMO gap (spin up / spin down) comes out at 10.116 / 6.897 eV. The LUMO energy (spin up / spin down) is -8.03 / -11.27 eV.

=====

no.,E (hartree)
1,-1240.52130
2,-6858.15114
3,-1051.30307
4,-1082.71282